Here is a molecular structure, C26H40BrCl3CsF4N4NaO8P in a non-equilibrium geometry from the Open Molecules 2025 dataset. Energies are from the ωB97M-V functional and the def2-TZVPD basis.

Each line ends with the Löwdin charge.
Positions of all 89 atoms, in Å:
C 0.072 0.803 2.904  -0.0849
C 0.699 2.096 2.373  -0.4024
C -0.417 3.118 2.192  -0.1025
C 0.074 4.427 1.575  -0.2188
C -1.161 5.392 1.463  -0.1309
O -0.957 6.613 2.193  -0.1299
C 0.175 7.233 1.586  -0.2147
C 1.444 6.476 2.097  -0.3406
P 2.132 7.493 3.557  0.8622
N 1.733 6.711 5.038  -0.1599
O 3.781 7.436 3.422  -0.2930
N 1.148 5.046 2.414  0.0934
O 1.342 1.799 1.132  -0.1250
C 2.652 1.288 1.341  -0.1603
C 3.066 0.275 0.279  -0.1841
C 4.441 0.094 0.123  -0.0329
C 4.988 -0.813 -0.774  -0.0320
C 4.088 -1.563 -1.542  -0.0792
C 2.729 -1.364 -1.411  -0.1100
C 2.183 -0.448 -0.506  -0.0450
H -0.841 0.631 2.289  0.0715
H -0.218 0.927 3.950  0.0778
H 0.711 -0.061 2.746  0.0675
H 1.469 2.456 3.092  0.1395
H -1.272 2.711 1.637  0.1367
H -0.790 3.367 3.205  0.1465
H 0.424 4.298 0.541  0.1674
H -2.045 4.918 1.908  0.1320
H -1.402 5.630 0.415  0.1323
H 0.210 8.259 1.976  0.0963
H 0.126 7.186 0.489  0.1289
H 2.186 6.525 1.282  0.1303
H 2.376 5.951 5.268  0.0544
H 0.763 6.404 5.038  0.0425
H 4.037 7.950 2.644  0.0526
H 1.993 4.513 2.176  0.1845
H 0.973 4.864 3.407  0.1565
H 2.672 0.744 2.312  0.1295
H 3.440 2.064 1.393  0.1198
H 5.138 0.681 0.727  0.1201
H 6.082 -0.925 -0.823  0.0794
H 4.510 -2.298 -2.227  0.1072
H 2.079 -1.989 -2.040  0.0876
H 1.105 -0.307 -0.420  0.0801
F -0.934 -1.555 1.046  0.0370
C -2.081 -1.514 0.315  -0.3333
C -2.378 -0.359 -0.414  -0.1061
C -3.536 -0.313 -1.167  -0.1215
C -4.396 -1.408 -1.183  -0.0931
C -4.111 -2.555 -0.454  -0.2515
C -2.914 -2.611 0.312  -0.1627
H -1.696 0.489 -0.380  0.1081
H -3.770 0.569 -1.744  0.0932
H -5.298 -1.361 -1.776  0.0990
H -4.811 -3.415 -0.480  -0.1048
H -2.634 -3.469 0.882  -0.0196
Br -4.435 -4.713 0.813  0.1575
F -3.382 -0.898 -3.657  -0.6315
C -5.988 -8.667 1.078  -1.5344
Cl -5.375 -7.248 0.211  0.3715
Cl -4.984 -10.111 0.711  0.2023
Cl -6.012 -8.380 2.809  0.5777
H -7.008 -8.860 0.749  0.0046
Na -0.552 -1.416 -1.781  0.6590
Cs -5.773 -10.481 -1.780  1.0185
C 8.476 -1.795 -1.575  -0.5296
O 8.002 -0.539 -1.553  -0.4357
H 9.574 -1.915 -1.777  0.0217
H 8.357 -2.397 -0.632  0.0241
H 8.031 -2.490 -2.340  0.0217
F 1.678 0.090 4.573  -0.7312
C -3.271 2.667 -6.626  -0.0725
C -3.859 1.418 -6.010  -0.3282
O -2.793 0.509 -6.086  0.1250
C -1.652 1.236 -6.027  -0.5520
O -0.587 0.775 -5.792  0.1731
O -1.895 2.561 -6.263  0.0572
F -4.899 0.950 -6.752  0.0626
H -3.362 2.671 -7.714  0.1375
H -3.711 3.581 -6.231  0.1316
H -4.172 1.522 -4.969  0.1659
C -0.146 -8.756 -0.183  -0.6879
O -0.547 -9.599 -0.976  -0.0062
N -0.986 -7.924 0.494  0.1653
N 1.180 -8.580 0.086  0.1496
H -0.676 -7.227 1.145  0.1025
H -1.970 -8.019 0.321  0.0866
H 1.828 -9.175 -0.396  0.1013
H 1.531 -7.896 0.730  0.0976

The highest occupied orbital energy comes out at -2.38 eV. Its net charge is -1. The LUMO energy is -0.0143 hartree. For the total energy, the calculation gives -6713.2186 Ha. Its frontier orbital gap is 1.99 eV.

***

Here is a molecular structure, C26H40BrOSb2Sr from the Open Molecules 2025 dataset. Energies are from the ωB97M-V functional and the def2-TZVPD basis.

Each line ends with the Löwdin charge.
Positions of all 71 atoms, in Å:
Sr 1.516 -0.809 1.022  1.3526
C 3.731 -3.402 -2.700  -0.3234
Sb 2.129 -2.482 -1.615  1.3488
C 3.109 -0.539 -1.340  -0.3666
C 2.659 -3.367 0.380  -0.3693
C 3.722 -2.721 1.236  -0.3371
C 4.936 -2.354 0.637  -0.0702
C 5.938 -1.700 1.331  -0.0521
C 5.733 -1.367 2.669  -0.0512
C 4.555 -1.744 3.288  -0.0532
C 3.546 -2.450 2.612  -0.3284
C 2.401 -2.980 3.427  -0.3514
Sb 1.035 -1.659 4.558  1.3816
C -0.600 -1.920 3.177  -0.3717
C 1.674 0.301 3.846  -0.3692
H 4.685 -2.919 -2.508  0.0027
H 3.495 -3.327 -3.760  0.0079
H 3.789 -4.456 -2.429  0.0152
H 3.809 -0.457 -2.170  0.0266
H 3.718 -0.442 -0.431  -0.0085
H 2.400 0.287 -1.448  -0.0029
H 2.980 -4.362 0.063  0.0760
H 1.726 -3.544 0.923  0.0246
H 5.103 -2.592 -0.406  0.0983
H 6.863 -1.449 0.830  0.1161
H 6.492 -0.840 3.232  0.1152
H 4.425 -1.529 4.343  0.1226
H 2.836 -3.589 4.221  0.0623
H 1.760 -3.660 2.870  0.0403
H -0.536 -2.893 2.689  0.0004
H -0.720 -1.143 2.418  -0.0389
H -1.525 -1.910 3.753  0.0133
H 2.083 0.834 4.702  0.0106
H 0.810 0.864 3.483  0.0004
H 2.484 0.327 3.108  -0.0300
C -5.895 2.092 -1.864  -0.0431
C -4.918 1.248 -2.695  -0.5597
C -4.490 2.042 -3.937  -0.0435
C -5.647 -0.013 -3.156  -0.0672
C -3.686 0.921 -1.853  -0.1672
C -3.288 -0.375 -1.575  -0.0728
C -2.163 -0.584 -0.797  -0.5440
Br -1.621 -2.379 -0.430  0.7540
C -1.384 0.445 -0.268  -0.4023
O -0.335 0.146 0.486  -0.5182
C -1.772 1.770 -0.558  -0.0891
C -2.907 1.960 -1.334  0.0260
C -0.968 2.945 0.008  -0.5249
C 0.483 2.909 -0.501  -0.0420
C -1.550 4.306 -0.399  -0.0604
C -0.979 2.875 1.540  -0.0381
H -6.783 2.329 -2.454  0.0874
H -5.447 3.034 -1.546  0.0775
H -6.212 1.551 -0.971  0.0918
H -5.363 2.290 -4.546  0.0875
H -3.800 1.460 -4.550  0.0906
H -3.996 2.977 -3.667  0.0777
H -6.521 0.267 -3.745  0.0881
H -5.996 -0.609 -2.310  0.0884
H -5.012 -0.641 -3.785  0.0871
H -3.838 -1.228 -1.945  0.0956
H -3.209 2.970 -1.562  0.0960
H 0.514 2.791 -1.587  0.0970
H 1.046 2.089 -0.051  0.0443
H 0.996 3.840 -0.248  0.0875
H -1.535 4.449 -1.481  0.0918
H -0.951 5.099 0.050  0.0875
H -2.574 4.430 -0.047  0.0892
H -0.610 1.911 1.894  0.0487
H -1.993 3.010 1.919  0.0969
H -0.354 3.668 1.959  0.0902

The highest occupied orbital energy comes out at -9.93 eV. Its net charge is +1. The LUMO energy is -0.1013 hartree. For the total energy, the calculation gives -4174.9781 Ha. Its frontier orbital gap is 7.18 eV.

***

Here is a molecular structure, C26H40F3GaN6S in a non-equilibrium geometry from the Open Molecules 2025 dataset. Energies are from the ωB97M-V functional and the def2-TZVPD basis.

Each line ends with the Löwdin charge.
Positions of all 77 atoms, in Å:
Ga -0.128 0.215 0.261  0.8849
C 4.241 -0.237 -0.347  -0.3367
S 2.838 0.101 0.749  0.7500
C 3.237 1.807 1.200  -0.3423
H 4.239 0.451 -1.190  0.0366
H 4.169 -1.265 -0.692  0.0372
H 5.152 -0.114 0.234  0.0571
H 4.061 1.796 1.911  0.0585
H 2.360 2.250 1.664  0.0035
H 3.519 2.366 0.310  0.0534
F -7.211 -0.685 0.590  0.1718
C -6.628 0.052 -0.356  -0.5937
F -7.015 -0.400 -1.551  0.1771
F -7.050 1.317 -0.230  0.1754
C -5.118 0.012 -0.232  -0.0573
C -4.334 0.509 -1.264  0.0539
C -2.962 0.508 -1.100  -0.0863
N -2.376 0.048 0.009  -0.0273
C -3.138 -0.423 1.001  -0.1288
C -4.516 -0.457 0.926  0.0613
H -4.782 0.895 -2.169  0.1444
H -2.305 0.900 -1.868  0.1256
H -2.621 -0.754 1.894  0.1284
H -5.106 -0.837 1.748  0.1418
C 1.743 6.116 -2.458  -0.0180
C 1.496 4.648 -2.253  -0.2242
C 2.024 3.699 -3.137  0.0607
C 1.777 2.330 -2.971  -0.2370
C 2.330 1.314 -3.932  -0.0166
C 1.044 1.930 -1.879  -0.0206
C 0.477 2.845 -0.944  -0.2707
C 0.738 4.226 -1.180  0.0368
N -0.335 2.350 0.016  0.0455
C -0.767 3.141 1.187  -0.5781
C -1.942 4.041 0.721  -0.0031
C 0.359 3.932 1.884  -0.0192
C -1.367 2.220 2.255  -0.0613
H 2.352 6.297 -3.341  0.0877
H 2.255 6.540 -1.594  0.0968
H 0.801 6.653 -2.575  0.0980
H 2.653 4.026 -3.956  0.1353
H 2.866 1.792 -4.748  0.0909
H 1.522 0.719 -4.358  0.0936
H 3.013 0.629 -3.427  0.0784
H 0.963 0.860 -1.683  0.0598
H 0.275 4.987 -0.574  0.1116
H -1.638 4.820 0.028  0.0784
H -2.401 4.508 1.591  0.1039
H -2.693 3.425 0.224  0.0847
H 1.135 4.283 1.213  0.0701
H 0.833 3.302 2.638  0.0820
H -0.063 4.795 2.398  0.1074
H -2.348 1.853 1.970  0.0681
H -1.476 2.781 3.181  0.1112
H -0.698 1.371 2.466  0.0610
C 0.744 -2.751 1.169  -0.1896
N 0.929 -4.171 1.022  -0.0752
C -0.379 -4.824 0.945  -0.1339
N -1.136 -4.322 -0.208  -0.0734
C -1.330 -2.902 -0.065  -0.1786
N -0.020 -2.184 0.011  -0.1566
C 0.742 -2.508 -1.234  -0.1817
N 0.937 -3.929 -1.375  -0.0752
C 1.672 -4.438 -0.213  -0.1330
C -0.372 -4.588 -1.430  -0.1352
H 1.714 -2.255 1.223  0.0752
H 0.186 -2.544 2.086  0.1373
H -0.937 -4.625 1.862  0.1365
H -0.245 -5.900 0.844  0.1404
H -1.888 -2.706 0.851  0.1154
H -1.895 -2.517 -0.917  0.1311
H 1.712 -2.004 -1.185  0.1101
H 0.181 -2.131 -2.094  0.1352
H 2.650 -3.956 -0.159  0.1332
H 1.820 -5.511 -0.322  0.1404
H -0.230 -5.662 -1.538  0.1402
H -0.927 -4.220 -2.295  0.1360

The highest occupied orbital energy (alpha / beta) comes out at -13.44 / -14.16 eV. Its net charge is +2. Its energy relative to the best compared isomer or geometry (same formula, charge and spin) is 0.0 kJ/mol. The LUMO energy (alpha / beta) is -0.2945 / -0.2837 hartree. For the total energy, the calculation gives -3965.2696 Ha. Its frontier orbital gap (alpha / beta) is 5.43 / 6.44 eV.

***

Here is a molecular structure, C26H40N4O3PS2Ti in a non-equilibrium geometry from the Open Molecules 2025 dataset. Energies are from the ωB97M-V functional and the def2-TZVPD basis.

Each line ends with the Mulliken spin population.
Positions of all 77 atoms, in Å:
Ti 8.729 11.232 9.677  0.5861
N 7.909 12.661 5.547  -0.0105
C 8.437 12.455 6.780  -0.0082
S 9.031 10.879 7.222  -0.0140
N 8.544 13.485 7.630  0.0057
N 8.877 13.139 8.885  -0.0540
C 9.286 14.146 9.698  0.1050
C 10.338 14.006 10.757  -0.0047
C 11.083 15.154 11.134  0.0246
C 11.802 15.153 12.330  -0.0110
C 11.963 13.917 12.932  0.0209
C 11.525 12.763 12.349  -0.0098
C 10.617 12.727 11.326  0.0182
O 9.803 11.696 11.116  0.0196
H 8.077 12.052 4.779  -0.0002
H 7.627 13.570 5.221  0.0006
H 8.836 15.084 9.604  0.0012
H 10.892 16.057 10.636  0.0007
H 12.126 16.075 12.819  -0.0006
H 12.452 13.857 13.895  0.0017
H 11.806 11.798 12.741  0.0005
O 9.068 9.259 9.808  0.0331
P 9.043 7.758 10.242  -0.0135
C 8.768 7.877 12.012  0.0085
C 8.847 6.532 12.767  -0.0006
C 9.023 6.667 14.325  -0.0002
C 8.510 8.033 14.874  0.0002
C 9.287 9.212 14.221  -0.0017
C 9.777 8.876 12.702  -0.0039
C 7.599 6.757 9.498  0.0004
C 6.177 7.420 9.755  -0.0031
C 5.298 7.397 8.509  -0.0010
C 5.389 5.986 7.868  0.0002
C 6.735 5.535 7.393  -0.0002
C 7.910 6.309 8.072  -0.0008
C 10.542 6.828 9.745  -0.0001
C 11.700 7.079 10.660  0.0017
C 12.655 5.943 10.359  -0.0001
C 13.197 6.166 8.893  -0.0001
C 12.435 7.340 8.169  0.0005
C 10.933 7.156 8.214  0.0008
H 7.695 8.268 12.030  -0.0018
H 9.822 5.910 12.497  -0.0001
H 8.069 5.817 12.616  0.0000
H 10.178 6.796 14.548  0.0000
H 8.603 5.752 14.872  0.0000
H 8.498 8.156 15.978  0.0000
H 7.365 8.087 14.755  0.0000
H 10.185 9.391 14.807  0.0001
H 8.704 10.178 14.281  0.0000
H 10.747 8.369 12.800  -0.0003
H 9.861 9.816 12.195  0.0135
H 7.739 5.818 10.049  -0.0006
H 6.330 8.490 9.956  0.0057
H 5.686 6.818 10.528  -0.0001
H 5.647 8.073 7.752  0.0000
H 4.355 7.759 8.858  0.0006
H 4.572 5.963 7.089  0.0000
H 4.971 5.236 8.627  0.0000
H 6.775 5.589 6.294  0.0000
H 6.780 4.507 7.672  0.0000
H 8.157 7.163 7.418  0.0002
H 8.699 5.576 8.061  0.0001
H 10.274 5.666 9.927  -0.0007
H 11.428 6.779 11.749  0.0004
H 12.163 8.084 10.652  0.0002
H 12.187 4.916 10.626  0.0000
H 13.470 5.968 11.156  0.0000
H 12.994 5.248 8.272  0.0000
H 14.282 6.305 8.788  0.0000
H 12.697 7.353 7.068  0.0000
H 12.743 8.323 8.511  0.0001
H 10.567 6.307 7.587  0.0001
H 10.371 8.009 7.892  -0.0011
O 5.979 13.861 10.529  0.1858
S 5.813 12.578 9.843  0.3314
N 6.973 11.570 9.769  -0.2258

The highest occupied orbital energy (alpha / beta) comes out at -6.22 / -7.23 eV. The spin multiplicity is 2. Its energy relative to the best compared isomer or geometry (same formula, charge and spin) is 182.8 kJ/mol. The LUMO energy (alpha / beta) is 0.0074 / 0.0018 hartree. For the total energy, the calculation gives -3446.6865 Ha. Its frontier orbital gap (alpha / beta) is 6.42 / 7.28 eV.

***

Here is a molecular structure, C26H41AlB2BrCl2I2N3O21P in a non-equilibrium geometry from the Open Molecules 2025 dataset. Energies are from the ωB97M-V functional and the def2-TZVPD basis.

Each line ends with the Löwdin charge.
Positions of all 100 atoms, in Å:
C 2.380 1.574 1.369  0.0166
B 3.794 1.828 0.718  -0.4683
O 4.505 2.963 0.956  0.1686
C 4.314 0.682 -0.273  -0.2363
C 5.426 0.988 -1.195  -0.1395
N 6.356 0.148 -1.006  0.0545
C 6.087 -0.805 0.054  -0.2512
P 7.248 -0.377 1.422  0.5128
O 6.999 -1.076 2.638  -0.2443
O 7.159 1.170 1.605  -0.0419
O 8.857 -0.704 0.883  -0.3085
C 4.556 -0.731 0.348  -0.2745
C 3.996 -1.935 -0.385  -0.6287
I 3.560 -1.729 -2.477  1.3137
C 3.781 -3.053 0.204  -0.7758
C 3.266 -4.263 -0.527  -0.1656
I 4.121 -3.399 2.250  1.1493
H 2.474 1.219 2.391  0.0813
H 1.878 0.780 0.831  0.0126
H 1.753 2.450 1.316  0.0767
H 4.724 2.990 1.885  0.1100
H 3.457 0.601 -0.948  -0.0624
H 5.564 1.832 -2.054  -0.1114
H 7.241 0.070 -1.483  0.1237
H 6.265 -1.856 -0.148  0.1324
H 7.290 1.342 2.550  0.1267
H 8.849 -1.597 0.435  -0.0610
H 4.283 -0.639 1.380  0.0996
H 3.647 -5.130 -0.014  0.0632
H 3.727 -4.275 -1.501  0.0216
H 2.193 -4.268 -0.595  0.0917
C -3.462 0.749 -2.766  -0.0570
C -3.183 0.919 -1.395  -0.0373
C -2.155 0.222 -0.799  0.0035
C -1.395 -0.645 -1.564  -0.2074
C -1.663 -0.839 -2.932  -0.2453
C -2.724 -0.112 -3.523  -0.1004
N -0.307 -1.353 -0.962  -0.4867
O -0.097 -1.184 0.223  0.0252
O 0.349 -2.080 -1.677  -0.1186
H -4.269 1.308 -3.221  0.1075
H -3.777 1.603 -0.807  0.0904
H -1.949 0.360 0.250  0.1219
H -1.061 -1.500 -3.530  0.0342
H -2.943 -0.242 -4.571  0.1133
Cl 1.841 -0.089 -1.555  0.3670
Al 9.965 -2.062 1.740  1.0539
Br 6.794 2.175 -3.433  -0.1031
C -6.243 3.531 -1.044  -0.1529
O -6.771 2.257 -1.409  -0.1379
H -6.047 4.099 -1.949  0.0796
H -6.967 4.071 -0.430  0.0782
H -5.310 3.403 -0.488  0.0641
H -6.936 1.776 -0.596  0.0741
O 4.275 5.010 -3.429  -0.0858
H 4.955 4.326 -3.458  -0.0553
H 4.711 5.787 -3.786  0.0251
C -9.007 0.201 -3.812  -0.1065
O -10.092 0.574 -4.643  -0.1910
C -11.315 -0.072 -4.330  -0.2212
C -12.299 0.890 -3.696  -0.2162
N -11.880 1.272 -2.353  -0.0509
C -12.601 2.410 -1.789  -0.2005
C -12.533 3.750 -2.518  -0.2319
O -11.265 4.376 -2.486  -0.1797
C -10.331 3.902 -3.440  -0.0938
H -8.093 0.572 -4.271  0.0895
H -9.094 0.655 -2.820  0.0683
H -8.931 -0.886 -3.717  0.0901
H -11.163 -0.954 -3.704  0.1221
H -11.739 -0.414 -5.279  0.1204
H -13.286 0.421 -3.644  0.1226
H -12.370 1.760 -4.361  0.1021
H -10.895 1.496 -2.366  0.0638
H -12.202 2.565 -0.784  0.1184
H -13.652 2.128 -1.670  0.1161
H -13.205 4.432 -1.991  0.1192
H -12.910 3.691 -3.546  0.1106
H -10.809 3.617 -4.380  0.0886
H -9.754 3.066 -3.039  0.0684
H -9.627 4.709 -3.644  0.0875
B 10.311 -1.703 7.529  -0.8585
O 11.537 -1.714 8.353  0.2268
C 11.861 -2.979 8.602  -0.4020
O 12.801 -3.334 9.241  0.1578
C 10.833 -3.883 7.930  -0.3999
O 10.824 -5.070 7.948  0.1674
O 9.939 -3.113 7.309  0.2247
O 9.222 -0.951 8.199  0.2395
C 8.862 0.051 7.416  -0.4082
O 8.012 0.853 7.655  0.1518
C 9.718 0.008 6.154  -0.4166
O 9.664 0.769 5.229  0.1095
O 10.548 -1.009 6.232  0.2212
C 4.469 -7.478 3.924  -0.8245
O 4.754 -6.952 2.798  -0.1402
O 4.107 -6.481 4.864  -0.0117
O 4.465 -8.642 4.285  -0.0005
H 4.228 -5.784 4.210  -0.0035
Cl -2.480 -3.041 -3.114  0.1352

The highest occupied orbital energy comes out at -5.29 eV. Its net charge is -1. The LUMO energy is -0.1339 hartree. For the total energy, the calculation gives -7482.8431 Ha. Its frontier orbital gap is 1.64 eV.